{
  "formula": "C9H12BNO3",
  "method": "ωB97M-V/def2-TZVPD",
  "e_above_lowest_kcal_mol": 135.98,
  "homo_energy_ev": -8.2081,
  "gap_ev": 8.154,
  "lumo_ev": -0.05,
  "e_tot_ev": -17833.05132,
  "symbols": ["C", "C", "C", "C", "C", "C", "O", "C", "C", "O", "B", "O", "C", "N", "H", "H", "H", "H", "H", "H", "H", "H", "H", "H", "H", "H"],
  "xyz": [[-0.7712, -3.1666, -0.4588], [-1.3831, -2.5976, -1.5417], [-1.3692, -1.1437, -1.9048], [-2.3299, -0.1214, -1.2731], [-0.8187, -0.1162, -0.9851], [0.0343, 0.0757, 0.1116], [-0.4483, 0.7965, 1.1539], [-0.0039, 2.1993, 1.1800], [-0.1851, 2.8443, -0.1950], [1.4026, -0.2832, 0.2966], [2.5688, -0.2544, 1.4738], [2.1988, 0.0727, 2.6452], [3.8716, -0.6167, 0.7584], [4.8906, -0.8534, 0.2308], [-1.0009, -4.0854, -0.0422], [-0.0841, -2.5378, 0.1170], [-2.1844, -3.1673, -2.0617], [-1.1354, -0.8625, -2.9073], [-2.6839, 0.7554, -1.7308], [-2.9666, -0.4982, -0.3920], [-0.4829, 2.6686, 2.0444], [1.0862, 2.1930, 1.5185], [-1.1516, 2.7667, -0.6733], [-0.0246, 3.8388, -0.0330], [0.4639, 2.1659, -0.8625], [2.5070, -0.0726, 3.5312]],
  "atomic_forces_ev_per_a": [[-0.2358, 3.6272, -1.9645], [-0.8378, -1.0656, 1.6463], [1.2102, 0.9360, 0.2204], [1.3280, -1.6171, 3.5525], [1.2635, -1.1213, 2.7930], [-0.4875, -0.2864, -0.6454], [0.0043, 1.1133, 0.0926], [0.8252, -1.0941, 0.5060], [0.5739, -3.9290, -0.1174], [1.0063, -0.0025, 0.8914], [-3.7750, -0.3678, -5.2500], [-1.0376, 0.5869, 1.9064], [2.6635, -0.5973, -0.9662], [-2.3956, 0.5338, 1.2485], [-0.3848, -1.8936, 0.1949], [-0.1152, -0.2488, -0.2136], [0.7770, 0.2110, 0.1984], [-0.0843, -0.4503, -0.9707], [-0.5785, 0.6124, -1.1289], [0.9497, 0.5791, -1.5140], [-0.5700, -0.1367, -0.4549], [-1.0443, 0.1442, -0.8762], [-0.6282, -0.3073, 0.5248], [1.3184, 2.7701, -0.4058], [-0.4035, 2.0946, 0.5719], [0.6579, -0.0908, 0.1606]],
  "mulliken_charge": [-0.639, -0.279, -0.352, -0.543, 0.361, 0.214, -0.412, -0.085, -1.070, -0.484, 0.386, -0.483, 0.444, -0.450, 0.338, 0.038, 0.274, 0.402, 0.298, 0.195, 0.373, 0.110, 0.203, 0.468, 0.319, 0.374]
}